# C52H86BF2N7O5P

A cluster of 8 separate species, C52H86BF2N7O5P in total (ωB97M-V/def2-TZVPD, OMol25).

CARTESIAN COORDINATES (ANGSTROEM)
C -1.9122 -5.0495 5.8804
C -3.3793 -4.7927 5.5271
C -3.5713 -3.3554 5.0368
C -2.7051 -3.0857 3.8009
C -3.2526 -2.0135 2.8600
O -4.0612 -2.6200 1.8909
P -4.2051 -1.7065 0.3871
B -5.5759 -0.4883 1.1371
O -6.3075 0.2608 0.2348
O -5.8507 -0.3207 2.4996
C -5.6013 -2.8895 -0.1884
F -6.7475 -2.7236 0.6884
C -5.2599 -4.3565 -0.2024
C -6.3629 -5.2549 -0.7565
O -2.8875 -0.6570 0.9814
C -2.1988 -1.1790 2.0807
C -1.0049 -2.0428 1.6092
C -0.1411 -1.3681 0.5328
C -0.5424 -1.7176 -0.8978
C 0.1708 -0.9202 -1.9909
C -0.0359 0.5963 -1.8831
C 1.0296 1.3229 -1.0432
C 2.1501 1.9526 -1.8906
C 3.5492 1.7828 -1.2988
C 3.7220 2.5452 0.0175
C 3.8915 4.0622 -0.1801
C 2.6102 4.8751 0.0248
O 2.2201 5.4773 -1.2035
C 0.8403 5.7641 -1.2684
C -1.6574 0.0003 2.9273
F -1.4210 -0.4678 4.2441
C -2.5189 1.2554 2.9901
C -3.4826 1.3295 4.1810
H -1.5124 -4.2228 6.4734
H -1.3442 -5.0925 4.9516
H -1.7571 -5.9811 6.4259
H -4.0377 -5.0303 6.3671
H -3.6656 -5.4566 4.7033
H -4.6207 -3.1610 4.7983
H -3.2921 -2.6594 5.8354
H -2.6405 -4.0066 3.2095
H -1.6953 -2.8207 4.1141
H -3.8668 -1.3135 3.4403
H -4.2164 -0.9742 -0.8717
H -3.2303 -2.6169 -0.1769
H -6.9545 0.8165 0.6762
H -6.7890 -0.3256 2.6959
H -5.9681 -2.5619 -1.1666
H -4.3637 -4.4488 -0.8227
H -4.9791 -4.6501 0.8112
H -6.1352 -6.3118 -0.5991
H -6.4890 -5.1022 -1.8318
H -7.3242 -5.0538 -0.2804
H -1.4015 -2.9901 1.2278
H -0.3861 -2.2680 2.4881
H -0.2049 -0.2870 0.6620
H 0.9125 -1.6381 0.6797
H -1.6166 -1.5646 -1.0041
H -0.3642 -2.7872 -1.0606
H 1.2455 -1.1476 -2.0132
H -0.2308 -1.2652 -2.9491
H -1.0366 0.7780 -1.4804
H -0.0317 1.0385 -2.8838
H 1.4837 0.6188 -0.3412
H 0.5476 2.0870 -0.4265
H 1.9628 3.0262 -2.0074
H 2.1251 1.5316 -2.9002
H 3.7566 0.7199 -1.1382
H 4.2894 2.1471 -2.0190
H 4.5721 2.1405 0.5711
H 2.8463 2.3733 0.6505
H 4.2162 4.2654 -1.2043
H 4.6796 4.4375 0.4753
H 2.7458 5.6602 0.7793
H 1.8012 4.2234 0.3765
H 0.7021 6.5533 -2.0071
H 0.4543 6.1271 -0.3100
H 0.2621 4.8831 -1.5690
H -0.6619 0.2596 2.5630
H -1.8497 2.1192 3.0256
H -3.0655 1.3120 2.0494
H -3.8129 0.3453 4.5039
H -3.0188 1.8210 5.0373
H -4.3753 1.8943 3.9106
N 9.3499 1.8813 1.2803
C 8.7850 0.7095 0.8553
C 7.6857 1.0232 0.1020
C 7.5835 2.4408 0.0732
C 8.6237 2.9415 0.8089
H 10.1678 1.9519 1.8561
H 9.2081 -0.2431 1.1242
H 7.0240 0.3181 -0.3729
H 6.8280 3.0232 -0.4284
H 8.9039 3.9554 1.0371
N 1.3122 10.4158 -4.0258
C 2.3878 11.0139 -3.4288
C 3.0769 10.0446 -2.7447
C 2.3901 8.8143 -2.9396
C 1.3063 9.0786 -3.7327
H 0.6271 10.8867 -4.5871
H 2.5688 12.0702 -3.5334
H 3.9722 10.2005 -2.1651
H 2.6642 7.8491 -2.5435
H 0.5361 8.4292 -4.1127
N 5.4151 9.6716 -5.1185
C 6.5935 9.7232 -4.4305
C 7.5820 9.2388 -5.2472
C 6.9704 8.8768 -6.4780
C 5.6330 9.1550 -6.3636
H 4.5221 9.9499 -4.7429
H 6.6311 10.0948 -3.4207
H 8.6242 9.1485 -4.9899
H 7.4547 8.4565 -7.3436
H 4.8232 9.0260 -7.0611
N 0.6757 2.0185 -6.8230
C 0.2294 1.1790 -5.8390
C -1.1253 1.0458 -5.9813
C -1.5115 1.8369 -7.0982
C -0.3787 2.4245 -7.5954
H 1.6298 2.2990 -6.9514
H 0.9077 0.7526 -5.1195
H -1.7682 0.4539 -5.3512
H -2.5082 1.9614 -7.4874
H -0.2357 3.0939 -8.4263
N 0.1254 -5.2179 2.2023
C -0.7156 -6.2576 2.4711
C -0.0101 -7.4246 2.3413
C 1.3178 -7.0654 1.9805
C 1.3672 -5.6961 1.8988
H -0.1458 -4.2467 2.2146
H -1.7457 -6.0690 2.7224
H -0.3973 -8.4183 2.4912
H 2.1297 -7.7488 1.7892
H 2.1722 -5.0258 1.6465
N 5.0033 -7.4150 1.9236
C 5.9772 -7.2092 2.8593
C 7.0746 -7.9427 2.4913
C 6.7457 -8.6176 1.2838
C 5.4603 -8.2701 0.9608
H 4.0873 -7.0033 1.9419
H 5.8082 -6.5636 3.7038
H 8.0076 -7.9911 3.0276
H 7.3790 -9.2809 0.7185
H 4.8369 -8.5569 0.1313
N -9.1158 -3.9534 1.6559
C -9.2205 -4.9613 2.5674
C -10.5380 -5.3414 2.6354
C -11.2563 -4.5225 1.7223
C -10.3458 -3.6783 1.1364
H -8.2565 -3.4830 1.4003
H -8.3516 -5.3260 3.0884
H -10.9389 -6.1182 3.2656
H -12.3139 -4.5511 1.5171
H -10.4711 -2.9117 0.3906

Summary:
Total charge   -1
Lowest unoccupied orbital energy   1.70 eV
Highest occupied orbital energy   -4.5 eV
Total energy   -91389.161 eV
HOMO-LUMO gap   0.2271 Eh

Löwdin population analysis, charges in e, atoms 1 to 5:
1 C -0.1126
2 C -0.2653
3 C -0.1986
4 C -0.1473
5 C -0.3257